1.
Molecular formula: C3H5O2S2
Method: DFT, wB97M-V/def2-TZVPD

Bonds (Å) are listed after each position.
CARTESIAN COORDINATES (ANGSTROEM)
1 C 2.35573 -0.37267 -0.18534  O4 1.187, O5 1.178
2 C -0.80774 -0.73775 -0.33301  S7 1.801, H8 1.006, H9 1.089, H10 0.997
3 C 1.11189 0.19640 1.37818  S6 1.855, S7 1.767, H11 1.045
4 O 2.27566 0.44906 -1.03885  C1 1.187
5 O 2.87850 -1.39408 0.08231  C1 1.178
6 S 0.81945 1.97029 0.92035  C3 1.855, H12 1.455
7 S -0.33150 -0.82195 1.40138  C2 1.801, C3 1.767
8 H -1.31388 -1.55535 -0.62796  C2 1.006
9 H 0.01699 -0.81760 -1.04011  C2 1.089
10 H -1.31562 0.11114 -0.45395  C2 0.997
11 H 1.76725 0.24602 2.19063  C3 1.045
12 H 1.57196 1.86408 -0.32069  S6 1.455

* multiplicity: 1
* HOMO-LUMO gap: 6.68 eV
* charge: -1
* maximum force: 4.0 eV Å⁻¹
* E_LUMO: 3.445 eV
* energy above the lowest of the compared OMol25 structures with the same formula, charge and spin: 1.601 eV

=====

2.
Molecular formula: C5H5O6P
Method: DFT, wB97M-V/def2-TZVPD

Bonds (Å) are listed after each position.
CARTESIAN COORDINATES (ANGSTROEM)
1 O -2.98455 -0.43299 -1.71534  C2 1.202
2 C -1.78675 -0.46138 -1.62110  O1 1.202, C3 1.488, O12 1.396
3 C -0.98154 -1.15158 -0.57665  C2 1.488, C4 1.330, H13 1.068
4 C 0.22265 -0.58632 -0.60110  C3 1.330, C5 1.477, C10 1.497
5 C 1.23437 -0.67313 0.47157  C4 1.477, P6 1.842, H14 1.080, H15 1.078
6 P 0.83418 0.64121 1.69914  C5 1.842, O7 1.451, O8 1.596, O9 1.599
7 O 1.74326 0.59368 2.82867  P6 1.451
8 O -0.66940 0.42196 2.18775  P6 1.596, H16 0.962
9 O 0.93373 2.07162 0.99101  P6 1.599, H17 0.962
10 C 0.30709 0.09752 -1.92954  C4 1.497, O11 1.185, O12 1.389
11 O 1.21893 0.05041 -2.68451  C10 1.185
12 O -0.98486 0.49077 -2.25263  C2 1.396, C10 1.389
13 H -1.39534 -1.82034 0.14554  C3 1.068
14 H 2.23862 -0.41427 0.17062  C5 1.080
15 H 1.14800 -1.57554 1.05541  C5 1.078
16 H -1.31613 0.49758 1.47902  O8 0.962
17 H 0.23774 2.25078 0.35214  O9 0.962

* multiplicity: 1
* HOMO-LUMO gap: 9.60 eV
* maximum force: 2.6 eV Å⁻¹
* SMILES: O=C1C=C(CP(=O)(O)O)C(=O)O1
* E_LUMO: -1.390 eV
* energy above the lowest of the compared OMol25 structures with the same formula, charge and spin: 0.304 eV

=====

| no. | HOMO energy (eV) | total energy (Ha) |
| --- | --- | --- |
| 1 | -3.2 | -1064.17992 |
| 2 | -11.0 | -986.41390 |